[1]
Molecular formula: H26NO11
Method: DFT, ωB97M-V/def2-TZVPD

Each line ends with the Löwdin charge.
Cartesian coordinates (Å):
N1 -0.05 0.11 0.58  0.326
H1 -0.49 -0.43 1.32  0.117
H2 0.44 -0.53 0.01  0.065
H3 0.69 0.71 0.85  0.066
H4 -0.73 0.65 0.03  0.108
O1 -1.77 0.82 -2.08  -0.016
H5 -1.89 1.75 -2.14  0.048
H6 -2.65 0.51 -2.14  0.009
O2 -3.44 -1.32 -1.41  -0.030
H7 -2.82 -2.01 -1.56  0.005
H8 -3.22 -0.90 -0.56  -0.012
O3 1.69 0.09 -1.82  -0.008
H9 1.73 0.53 -2.64  0.040
H10 2.52 -0.37 -1.71  0.083
O4 -3.02 -0.31 1.24  -0.052
H11 -2.95 -1.30 1.30  0.081
H12 -3.85 -0.09 1.66  0.065
O5 2.68 2.63 -0.99  -0.075
H13 2.44 1.76 -1.25  -0.055
H14 3.58 2.75 -1.43  0.099
O6 1.64 1.73 3.04  -0.017
H15 0.78 1.55 3.45  0.066
H16 1.61 2.59 2.65  0.019
O7 2.74 -0.34 1.42  -0.061
H17 2.36 -0.71 2.26  0.033
H18 2.94 0.54 1.68  0.000
O8 -0.80 -2.68 -0.23  -0.013
H19 -1.09 -3.21 -0.96  0.043
H20 0.04 -3.03 -0.04  0.017
O9 0.24 3.29 0.29  -0.018
H21 -0.59 3.69 0.56  0.053
H22 0.90 3.58 0.86  -0.007
O10 -0.70 -1.28 -3.56  -0.057
H23 -0.60 -0.84 -2.73  -0.039
H24 -1.63 -1.47 -3.73  0.043
O11 1.15 -2.60 2.28  -0.054
H25 1.84 -3.03 2.80  0.065
H26 0.31 -2.85 2.72  0.065

Values from the calculation:
**M**: 216.20 g mol⁻¹
**E_HOMO**: -13.6 eV
**Lowest unoccupied orbital energy**: -3.080 eV
**Relative energy (zero: lowest compared OMol25 entry of this formula, charge and spin)**: 0.935 eV
**Net charge**: +1
**Gap between HOMO and LUMO**: 0.3849 Ha



[2]
Molecular formula: C17H36IN3O7PS
Method: DFT, ωB97M-V/def2-TZVPD

Each line ends with the Löwdin charge.
Cartesian coordinates (Å):
C1 4.16 -2.56 0.18  -0.079
C2 2.74 -2.78 0.77  -0.301
C3 2.24 -1.66 1.67  -0.617
I1 1.19 -2.51 3.34  1.077
N1 1.36 -0.52 1.02  -0.187
C4 1.42 0.61 2.05  -0.159
C5 0.92 2.01 1.65  -0.162
C6 1.99 3.08 1.39  -0.176
C7 1.97 3.76 0.02  -0.207
C8 0.60 4.29 -0.41  -0.163
C9 0.57 4.58 -1.89  -0.186
O1 -0.80 4.60 -2.33  -0.037
C10 -0.94 4.99 -3.63  -0.534
C11 -0.74 3.91 -4.64  0.014
O2 -1.21 6.12 -3.92  0.159
N2 -0.02 -1.00 0.93  -0.007
C12 -0.47 -1.84 -0.18  -0.406
C13 -0.89 -3.20 0.20  0.007
O3 -0.59 -1.39 -1.30  0.103
C14 -1.13 -0.13 1.42  -0.430
C15 -1.96 0.66 0.45  0.032
O4 -1.37 -0.15 2.58  0.142
P1 2.10 0.06 -0.57  0.540
N3 3.48 0.68 -0.39  -0.037
O5 2.11 -1.19 -1.53  -0.093
O6 0.97 1.00 -1.13  -0.088
H1 4.63 -1.66 0.54  0.062
H2 4.13 -2.50 -0.90  0.069
H3 4.78 -3.42 0.42  0.081
H4 2.82 -3.66 1.40  0.069
H5 2.05 -3.04 -0.03  0.084
H6 3.09 -1.19 2.15  0.070
H7 0.89 0.25 2.92  0.067
H8 2.45 0.72 2.35  0.119
H9 0.38 2.34 2.54  0.132
H10 0.17 1.99 0.87  0.062
H11 1.88 3.86 2.15  0.118
H12 2.99 2.67 1.54  0.098
H13 2.40 3.11 -0.74  0.081
H14 2.64 4.61 0.08  0.124
H15 -0.20 3.58 -0.23  0.100
H16 0.38 5.20 0.15  0.131
H17 1.08 5.51 -2.14  0.143
H18 1.09 3.77 -2.42  0.116
H19 -1.13 4.24 -5.60  0.092
H20 -1.24 2.98 -4.36  0.084
H21 0.32 3.71 -4.76  0.089
H22 -0.11 -3.93 -0.02  0.110
H23 -1.74 -3.45 -0.43  0.080
H24 -1.22 -3.26 1.24  0.053
H25 -1.49 0.78 -0.52  0.065
H26 -2.15 1.62 0.92  0.108
H27 -2.92 0.16 0.33  0.111
H28 3.85 0.72 0.54  0.021
H29 1.39 -1.25 -2.18  0.096
H30 0.41 0.60 -1.80  0.094
C16 -4.58 -5.21 -0.16  -0.256
S1 -4.10 -4.04 1.12  0.774
O7 -3.09 -4.72 1.97  -0.542
C17 -5.66 -4.05 2.00  -0.258
H31 -3.72 -5.37 -0.80  0.047
H32 -4.88 -6.15 0.30  0.065
H33 -5.40 -4.79 -0.74  0.059
H34 -5.89 -5.07 2.31  0.065
H35 -6.45 -3.67 1.35  0.059
H36 -5.56 -3.41 2.87  0.055

Values from the calculation:
**M**: 584.43 g mol⁻¹
**E_HOMO**: -11.5 eV
**Lowest unoccupied orbital energy**: -3.873 eV
**Net charge**: +1
**Gap between HOMO and LUMO**: 0.2817 Ha



[3]
Molecular formula: C14H24BrN5O6Ti
Method: DFT, ωB97M-V/def2-TZVPD

Each line ends with the Löwdin charge.
Cartesian coordinates (Å):
O1 1.02 -2.19 -4.58  -0.098
H1 0.18 -2.75 -4.45  0.082
Ti1 -0.27 -0.68 -0.60  0.971
N1 -0.71 -1.51 1.26  -0.110
N2 -2.42 -1.03 -0.72  -0.070
N3 1.65 -0.30 0.14  -0.044
N4 0.83 0.31 -2.28  -0.101
O2 0.11 -1.92 2.22  -0.136
O3 2.08 -0.59 1.38  0.039
O4 0.51 0.32 -3.51  0.040
O5 -1.99 0.09 -1.33  -0.242
C1 -2.91 -0.97 0.58  -0.215
C2 -2.03 -1.34 1.62  -0.245
C3 2.48 0.47 -0.60  -0.207
C4 2.04 0.80 -1.90  -0.201
C5 -2.47 -1.57 3.02  0.000
H2 -2.50 -0.60 3.56  0.105
H3 -1.80 -2.25 3.57  0.096
H4 -3.49 -1.98 3.05  0.096
C6 -4.26 -0.38 0.78  0.011
H5 -4.74 -0.43 -0.22  0.108
H6 -4.19 0.70 1.06  0.120
H7 -4.82 -0.95 1.54  0.097
C7 3.77 1.00 -0.09  0.021
C8 2.86 1.63 -2.80  0.021
H8 3.96 0.72 0.94  0.089
H9 3.76 2.10 -0.15  0.107
H10 4.64 0.69 -0.67  0.112
H11 2.29 1.84 -3.71  0.095
H12 3.79 1.13 -3.09  0.122
H13 3.10 2.57 -2.31  0.107
H14 1.33 -1.22 1.78  0.062
H15 0.99 -1.53 -3.81  -0.009
C9 0.07 -2.35 -1.31  -0.190
H16 -0.59 -2.20 -2.22  0.064
H17 1.02 -2.21 -1.80  0.021
H18 -0.06 -3.32 -0.84  0.063
O6 1.65 -4.41 2.16  -0.079
H19 2.60 -4.26 2.37  0.056
H20 1.13 -3.59 2.32  -0.013
Br1 -1.21 5.17 -1.22  0.801
C10 -0.95 3.75 0.00  -0.640
C11 -0.97 3.97 1.38  -0.073
C12 -0.76 2.88 2.21  -0.018
C13 -0.52 1.61 1.66  -0.106
N5 -0.52 1.43 0.34  -0.020
C14 -0.72 2.45 -0.51  -0.151
H21 -1.14 4.98 1.76  0.121
H22 -0.74 2.94 3.30  0.122
H23 -0.35 0.71 2.27  0.113
H24 -0.70 2.26 -1.58  0.106

Values from the calculation:
**M**: 486.15 g mol⁻¹
**Spin multiplicity**: 2
**E_HOMO (alpha / beta)**: -11.9 / -11.9 eV
**Expectation value of S²**: 0.85
**Lowest unoccupied orbital energy (alpha / beta)**: -5.182 / -6.301 eV
**Relative energy (zero: lowest compared OMol25 entry of this formula, charge and spin)**: 0.174 eV
**Net charge**: +1
**Gap between HOMO and LUMO (alpha / beta)**: 0.2457 / 0.2059 Ha



[4]
Molecular formula: C42H32F4MnN9O
Method: DFT, ωB97M-V/def2-TZVPD

Each line ends with the Löwdin charge.
Cartesian coordinates (Å):
Mn1 0.50 1.14 -0.10  0.843
C1 3.36 1.00 2.11  -0.176
N1 2.78 1.31 0.82  -0.019
C2 3.56 1.44 -0.19  -0.107
C3 3.05 1.78 -1.47  -0.341
C4 3.71 2.07 -2.67  -0.073
C5 2.71 2.42 -3.58  -0.115
C6 1.50 2.33 -2.90  -0.184
N2 1.69 1.94 -1.63  -0.050
C7 3.53 2.25 2.94  -0.210
C8 4.79 2.70 3.31  -0.051
C9 4.94 3.88 4.02  -0.097
C10 3.82 4.63 4.36  -0.102
C11 2.56 4.19 3.99  -0.079
C12 2.42 3.01 3.28  -0.041
H1 4.33 0.50 1.99  0.111
H2 2.69 0.31 2.63  0.109
H3 4.64 1.29 -0.08  0.132
H4 4.77 2.03 -2.84  0.091
H5 2.83 2.73 -4.61  0.079
H6 0.51 2.54 -3.27  0.103
H7 5.67 2.12 3.04  0.105
H8 5.93 4.22 4.31  0.096
H9 3.94 5.56 4.91  0.095
H10 1.68 4.77 4.24  0.104
H11 1.43 2.68 2.96  0.103
F1 -0.21 -5.47 2.52  0.117
C13 -0.94 -5.00 1.51  -0.149
C14 -2.13 -5.62 1.24  -0.145
F2 -2.46 -6.67 1.98  0.120
C15 -3.00 -5.20 0.20  -0.047
C16 -2.53 -4.08 -0.52  -0.144
C17 -1.35 -3.46 -0.24  -0.150
F3 -0.97 -2.46 -1.05  0.064
C18 -0.48 -3.87 0.80  -0.032
C19 0.75 -3.22 1.07  -0.154
C20 1.00 -1.91 0.63  -0.118
N3 1.18 -0.82 0.31  0.165
C21 1.80 -3.80 1.83  -0.222
N4 2.70 -4.24 2.40  0.146
F4 -3.23 -3.63 -1.56  0.109
C22 -4.20 -5.87 -0.12  -0.151
C23 -4.69 -6.99 0.60  -0.206
N5 -5.16 -7.91 1.12  0.167
C24 -5.03 -5.52 -1.21  -0.209
N6 -5.73 -5.31 -2.10  0.163
N7 -5.25 -1.12 4.04  0.137
C25 -4.33 -0.79 3.44  -0.201
C26 -3.19 -0.36 2.69  -0.251
C27 -1.95 -0.18 3.32  -0.036
C28 -0.87 0.30 2.59  -0.096
C29 -0.96 0.61 1.24  -0.211
C30 -2.21 0.40 0.63  -0.130
C31 -3.30 -0.08 1.33  -0.035
H12 -1.85 -0.42 4.37  0.114
H13 0.07 0.42 3.12  0.090
H14 -2.33 0.59 -0.43  0.077
H15 -4.25 -0.25 0.83  0.116
C32 -0.04 -3.02 -3.23  -0.065
N8 0.38 -1.63 -3.33  -0.133
C33 1.75 -1.41 -2.87  -0.034
C34 -0.53 -0.65 -2.94  -0.487
O1 -0.31 0.10 -1.99  -0.026
N9 -1.64 -0.53 -3.72  -0.112
C35 -1.83 -1.24 -4.97  -0.050
C36 -2.67 0.42 -3.35  -0.029
H16 0.27 -3.45 -2.27  0.089
H17 0.42 -3.60 -4.03  0.094
H18 -1.12 -3.11 -3.30  0.078
H19 2.40 -2.05 -3.46  0.093
H20 1.88 -1.65 -1.81  0.067
H21 2.03 -0.37 -3.03  0.076
H22 -0.86 -1.54 -5.37  0.090
H23 -2.30 -0.56 -5.68  0.085
H24 -2.47 -2.11 -4.86  0.090
H25 -2.28 1.09 -2.59  0.074
H26 -3.56 -0.09 -2.96  0.096
H27 -2.96 1.00 -4.22  0.087
C37 -0.66 5.81 0.94  -0.116
C38 0.64 5.38 0.70  -0.104
C39 0.89 4.04 0.44  -0.138
C40 -0.13 3.08 0.40  -0.164
C41 -1.42 3.55 0.64  -0.118
C42 -1.69 4.89 0.91  -0.109
H28 -0.86 6.86 1.16  0.091
H29 1.46 6.08 0.70  0.097
H30 1.92 3.75 0.25  0.082
H31 -2.27 2.87 0.64  0.077
H32 -2.71 5.20 1.10  0.093

Values from the calculation:
**M**: 809.71 g mol⁻¹
**Spin multiplicity**: 6
**E_HOMO (alpha / beta)**: -5.5 / -5.6 eV
**Expectation value of S²**: 8.96
**Lowest unoccupied orbital energy (alpha / beta)**: 2.211 / -0.450 eV
**Relative energy (zero: lowest compared OMol25 entry of this formula, charge and spin)**: 0.143 eV
**Net charge**: -1
**Gap between HOMO and LUMO (alpha / beta)**: 0.2829 / 0.1880 Ha